Record 1
C17H18AsF6IrNO10SSe as an isolated structure. Source: OMol25; level of theory: wB97M-V/def2-TZVPD.

Last column: Löwdin spin population.
Atoms and positions in Å:
Ir (1.7742, 0.8047, -0.2243)  0.269
O (5.3253, 0.8897, -1.8309)  0.001
S (4.4563, 0.2583, -0.8763)  0.001
O (5.0532, -0.8921, -0.1944)  0.001
O (3.1362, -0.1906, -1.5294)  -0.005
O (3.9205, 1.2290, 0.1721)  0.024
C (3.5856, -0.6194, 2.5659)  -0.002
As (2.3220, -0.9964, 1.1671)  -0.007
C (0.7667, -1.4619, 2.2459)  -0.001
C (2.6543, -2.7254, 0.3876)  -0.001
H (3.3859, -1.3007, 3.3928)  0.000
H (3.4261, 0.4140, 2.8719)  0.000
H (4.5920, -0.7351, 2.1720)  0.000
H (1.0406, -2.2844, 2.9090)  0.000
H (-0.0536, -1.7581, 1.5946)  0.000
H (0.4672, -0.5961, 2.8317)  0.000
H (2.7831, -3.4213, 1.2175)  0.000
H (3.5410, -2.6776, -0.2361)  0.000
H (1.7761, -2.9895, -0.1997)  0.000
C (-2.3607, 2.1427, 2.3073)  0.002
C (-1.3811, 2.6334, 1.2451)  0.037
C (0.0506, 2.4756, 1.7171)  0.067
N (0.7247, 1.5138, 1.2411)  0.565
H (-3.3907, 2.2894, 1.9763)  0.001
H (-2.2189, 2.6814, 3.2447)  0.000
H (-2.2164, 1.0779, 2.5007)  0.000
H (-1.5303, 3.6934, 1.0319)  0.005
H (-1.4826, 2.0800, 0.3132)  0.001
O (2.0471, 1.8647, 4.2542)  0.006
Se (2.0202, 3.3299, 3.5894)  0.000
O (0.3593, 3.2919, 2.6994)  0.020
O (3.0700, 3.6314, 2.4308)  0.002
O (1.6744, 4.5325, 4.5931)  0.002
F (-5.3212, -5.2045, -1.9985)  0.000
C (-5.2262, -4.0556, -2.7123)  0.000
F (-5.1486, -4.4448, -4.0080)  0.000
F (-6.4097, -3.4257, -2.5760)  0.000
C (-4.0656, -3.2185, -2.2940)  0.000
C (-2.7876, -3.7680, -2.3479)  0.000
C (-1.6936, -3.0175, -1.9691)  0.001
C (-1.8430, -1.6928, -1.5267)  0.001
C (-3.1374, -1.1572, -1.4845)  0.001
C (-4.2351, -1.9097, -1.8626)  0.000
C (-0.7200, -0.9182, -1.1283)  0.004
C (0.2427, -0.2524, -0.8022)  0.005
H (-2.6531, -4.7874, -2.6891)  0.000
H (-0.6982, -3.4390, -2.0128)  0.000
H (-3.2626, -0.1352, -1.1529)  0.000
H (-5.2255, -1.4770, -1.8235)  0.000
F (-0.5317, 4.8573, -2.3324)  0.000
C (0.1289, 3.9448, -3.0722)  0.000
F (-0.8047, 3.3292, -3.8411)  0.000
F (0.9211, 4.6315, -3.9098)  0.000
C (0.8986, 2.8997, -2.2138)  0.000
O (1.9466, 2.4693, -2.6751)  0.002
O (0.3077, 2.5867, -1.1486)  -0.002

Computed properties:
E_tot = -196050.0569 eV
total charge = -2
multiplicity = 2
highest occupied orbital energy (spin up / spin down) = -0.1236 / -0.1276 hartree

Record 2
C17H18BBaN7O4 as an isolated structure. Source: OMol25; level of theory: wB97M-V/def2-TZVPD.

Last column: Mulliken charge in e.
Atoms and positions in Å:
C (2.8759, 0.0246, -0.1431)  -0.009
N (1.6221, 0.1772, -0.6388)  -0.369
N (1.7462, 0.4351, -1.9884)  0.208
C (3.0560, 0.4190, -2.3298)  0.060
C (3.8080, 0.1583, -1.1811)  -0.888
B (0.5095, 0.5398, -2.9381)  0.118
N (-0.5140, -0.5674, -2.5154)  0.122
N (-0.7895, -0.8878, -1.2022)  -0.418
C (-1.6234, -1.9589, -1.2220)  -0.108
C (-1.8426, -2.3567, -2.5488)  -1.083
C (-1.1435, -1.4437, -3.3363)  -0.107
Ba (0.3094, -1.1825, 1.2481)  1.689
N (-0.1224, 1.9623, -3.0336)  0.464
N (-0.7401, 2.5268, -1.9426)  -0.568
C (-1.2100, 3.7197, -2.3359)  -0.180
C (-0.9007, 3.9361, -3.7117)  -0.536
C (-0.2024, 2.7975, -4.1089)  0.022
H (-1.7410, 4.3960, -1.6747)  0.459
H (0.2385, 2.5147, -5.0571)  0.456
H (-1.1453, 4.7911, -4.3145)  0.444
H (0.8762, 0.2848, -4.0549)  -0.090
H (-1.0443, -1.3486, -4.4114)  0.456
H (3.3551, 0.5871, -3.3550)  0.490
H (-2.4134, -3.2046, -2.8813)  0.431
H (4.8750, 0.0743, -1.0970)  0.449
H (-2.0104, -2.3979, -0.3028)  0.568
H (3.0496, -0.1823, 0.9148)  0.623
H (-2.4049, -1.1435, 1.3656)  0.438
C (-2.0641, -1.5885, 2.3142)  -1.373
H (-2.9159, -2.0822, 2.7894)  0.352
H (-1.3115, -2.3948, 2.1603)  0.299
H (-1.7253, -0.8040, 2.9991)  0.415
O (0.3544, 0.5837, 3.2290)  -0.900
C (0.9538, -0.2849, 3.9603)  0.746
O (1.6230, -1.2760, 3.4893)  -0.880
C (0.7946, -0.2050, 5.4505)  0.487
C (0.5385, -1.3690, 6.2014)  -0.488
C (0.2884, -1.2799, 7.5673)  -0.487
C (0.3590, -0.0208, 8.1998)  0.014
C (0.6314, 1.1468, 7.4579)  -0.478
C (0.8327, 1.0449, 6.0854)  -0.371
N (0.2180, 0.0628, 9.6161)  0.907
O (-0.0299, -0.9831, 10.2582)  -0.559
O (0.3518, 1.1762, 10.1690)  -0.557
H (0.5111, -2.3476, 5.7047)  0.395
H (0.0461, -2.1614, 8.1578)  0.469
H (0.6743, 2.1043, 7.9665)  0.473
H (1.0146, 1.9436, 5.4939)  0.391

Computed properties:
E_tot = -37892.0529 eV
total charge = +2
highest occupied orbital energy (spin up / spin down) = -0.4965 / -0.4966 hartree

Record 3
C17H18BBrN6O2Ru as an isolated structure. Source: OMol25; level of theory: wB97M-V/def2-TZVPD.

Last column: Löwdin spin population.
Atoms and positions in Å:
C (2.7478, -0.1985, -0.8084)  0.002
N (1.4955, -0.2041, -1.3584)  0.088
N (1.6395, -0.2430, -2.7508)  0.016
C (2.9551, -0.3035, -3.0401)  0.078
C (3.6789, -0.2651, -1.8484)  0.058
B (0.3562, -0.1176, -3.6291)  0.001
N (-0.6068, -1.2756, -3.2462)  0.075
N (-1.0093, -1.3429, -1.9129)  0.258
C (-1.9669, -2.3005, -1.8271)  -0.001
C (-2.1583, -2.8657, -3.0906)  0.354
C (-1.2842, -2.2133, -3.9484)  0.205
Ru (-0.2581, -0.1449, -0.4080)  0.918
N (-0.3512, 1.1953, -3.1509)  0.071
N (-0.7301, 1.2689, -1.8152)  0.231
C (-1.3227, 2.4704, -1.6089)  0.005
C (-1.3524, 3.1556, -2.8325)  0.362
C (-0.7370, 2.3312, -3.7807)  0.194
H (-1.6553, 2.7154, -0.6095)  -0.003
H (-0.5282, 2.4443, -4.8394)  0.004
H (-1.7586, 4.1362, -3.0004)  0.012
H (0.6237, -0.1040, -4.8029)  -0.001
H (-1.1184, -2.3578, -5.0113)  0.005
H (3.2958, -0.3349, -4.0645)  0.003
H (-2.8681, -3.6466, -3.3293)  0.011
H (4.7458, -0.2565, -1.7185)  0.002
H (-2.4296, -2.5065, -0.8671)  -0.003
H (2.8518, -0.1926, 0.2708)  -0.001
H (-2.5081, -0.8229, 1.0377)  0.003
C (-2.4400, -1.6650, 1.7403)  0.008
H (-3.2185, -2.4025, 1.5087)  0.001
H (-1.4494, -2.1251, 1.6557)  0.001
H (-2.5774, -1.2833, 2.7591)  0.001
Br (0.6854, 3.1815, 2.5965)  0.239
C (0.6779, 1.7789, 3.8726)  0.212
C (0.7198, 2.1116, 5.2198)  0.123
C (0.8378, 1.1328, 6.2058)  0.002
C (0.9071, -0.2160, 5.8382)  0.245
C (0.8602, -0.5752, 4.4929)  0.132
C (0.6721, 0.4122, 3.5150)  0.041
C (0.4653, -0.0101, 2.0978)  0.006
O (0.9108, -1.0955, 1.6156)  -0.001
O (-0.2942, 0.7466, 1.3373)  0.035
H (0.6724, 3.1539, 5.4984)  0.002
H (0.8801, 1.4388, 7.2508)  -0.002
H (1.0133, -0.9840, 6.6062)  0.008
H (0.9308, -1.6204, 4.1805)  0.003

Computed properties:
E_tot = -104209.8245 eV
total charge = +4
multiplicity = 5
highest occupied orbital energy (spin up / spin down) = -0.7904 / -0.7915 hartree

Record 4
C17H18BCdN7O2S2 as an isolated structure. Source: OMol25; level of theory: wB97M-V/def2-TZVPD.

Last column: Mulliken charge in e.
Atoms and positions in Å:
H (1.2258, 3.3840, 0.5120)  0.525
N (0.8732, 1.9341, -0.9885)  0.456
B (0.6995, 0.6130, -3.1949)  0.073
N (0.8915, 1.9068, -2.3480)  -0.192
C (1.1201, 3.1612, -2.7716)  -0.135
Cd (-0.4775, -1.4148, -0.4127)  1.162
H (1.1732, 3.3764, -3.8282)  0.457
C (1.2560, 3.9921, -1.6629)  -1.087
H (1.4170, 5.0517, -1.6647)  0.400
C (1.1236, 3.1773, -0.5420)  0.020
H (0.9098, 0.8306, -4.3477)  -0.099
C (-1.2555, -3.4824, -0.4797)  -1.443
H (-1.9226, -3.7882, 0.3342)  0.381
H (-0.3983, -4.1592, -0.5838)  0.332
H (-1.8137, -3.4576, -1.4271)  0.292
N (-0.7849, 0.1641, -3.0066)  0.026
N (1.7249, -0.4381, -2.6845)  0.179
N (-1.2816, -0.3900, -1.8113)  0.022
N (1.5356, -1.0287, -1.4657)  -0.439
C (-1.8128, 0.4157, -3.8368)  -0.255
C (2.8791, -0.8776, -3.2282)  -0.256
H (-1.6313, 0.8537, -4.8079)  0.442
H (3.2077, -0.5030, -4.1831)  0.452
C (-3.0054, 0.0393, -3.2119)  -0.929
C (3.4344, -1.8185, -2.3557)  -0.985
C (-2.6439, -0.4435, -1.9515)  -0.106
C (2.5407, -1.9056, -1.2757)  -0.181
H (-4.0030, 0.1199, -3.6043)  0.402
H (4.3468, -2.3635, -2.4776)  0.404
H (-3.2708, -0.8471, -1.1574)  0.430
H (2.5529, -2.5540, -0.4048)  0.440
H (0.6863, 1.1283, -0.3830)  0.364
O (-1.2589, 2.0316, 1.7434)  -0.643
S (-0.1185, 1.2957, 2.2378)  0.956
O (1.1805, 1.9428, 2.2060)  -0.696
N (-0.0415, -0.1995, 1.5344)  -0.650
C (-0.0584, -1.2293, 2.4099)  0.806
S (0.1173, -2.8013, 1.8620)  -0.542
C (-0.3406, -0.8003, 3.7638)  0.153
C (-0.6937, -1.5585, 4.8875)  -0.648
C (-1.1698, -0.9114, 6.0283)  -0.500
C (-1.2241, 0.4940, 6.0782)  -0.537
C (-0.8042, 1.2617, 4.9807)  -0.574
C (-0.4133, 0.5964, 3.8293)  0.152
H (-0.6040, -2.6443, 4.8238)  0.411
H (-1.5007, -1.4960, 6.8897)  0.374
H (-1.5904, 0.9929, 6.9749)  0.373
H (-0.7768, 2.3492, 5.0019)  0.413

Computed properties:
E_tot = -59357.1550 eV
total charge = 0
highest occupied orbital energy (spin up / spin down) = -0.2359 / -0.2359 hartree

> Among the records above, which one has the highest E_tot?

C17H18BBaN7O4

> What is the formula in the third record?

C17H18BBrN6O2Ru